Formula: C43H117N7O12
Source: OMol25
Level of theory: wB97M-V/def2-TZVPD

ORCA input file:
```
! RIJCOSX wB97M-V def2-TZVPD def2/J DEFGRID3
* xyz 0 1
N 10.075 11.667 16.735
H 17.948 14.103 14.859
H 8.908 15.019 11.560
C 15.550 10.789 14.431
H 14.057 10.675 15.938
H 17.813 20.593 19.993
H 19.034 18.606 18.031
H 17.654 13.696 20.392
C 10.795 13.837 19.654
H 11.688 10.849 14.885
H 14.172 13.426 20.046
H 12.118 12.725 17.483
H 7.696 14.854 22.268
C 14.042 15.966 15.485
H 7.114 15.360 19.480
H 14.368 15.451 13.462
H 13.655 13.165 9.389
H 12.653 21.084 17.352
H 16.422 19.780 12.039
H 9.077 15.540 9.968
H 16.315 10.240 18.628
C 16.691 11.638 14.026
H 8.342 16.686 19.608
C 18.054 14.659 20.050
H 16.038 12.613 10.005
H 17.924 18.801 12.682
H 12.914 13.699 21.214
H 13.629 10.593 13.687
C 7.321 16.370 19.803
H 16.798 17.008 17.759
C 11.475 15.780 11.368
H 13.659 14.044 14.426
H 15.809 9.690 14.432
H 13.780 19.435 15.868
O 10.804 14.646 10.761
H 11.698 19.132 11.094
H 19.722 17.083 13.686
O 5.483 16.390 21.384
H 7.648 16.310 23.255
H 11.911 15.627 15.608
C 15.500 10.629 18.102
C 12.557 16.400 15.364
H 15.732 21.291 22.160
H 12.548 15.521 11.579
O 13.817 20.600 14.286
C 15.042 11.130 15.846
N 17.250 14.270 17.713
C 15.221 21.052 16.093
H 17.223 17.150 11.441
C 18.189 14.884 14.117
C 9.350 14.769 10.620
C 15.134 19.019 20.827
C 6.930 16.643 21.248
H 10.001 13.458 19.003
H 17.410 11.688 14.831
C 19.198 17.649 17.414
C 12.147 13.257 19.347
O 18.787 16.470 17.995
H 21.059 17.560 11.549
H 10.546 18.004 15.464
H 14.072 10.768 9.172
C 11.603 11.969 14.704
H 15.925 16.015 12.036
H 8.355 13.321 15.038
O 13.068 13.070 11.427
H 15.444 11.696 18.392
H 9.619 13.504 13.893
H 14.282 11.963 13.212
H 19.013 14.587 19.677
C 13.878 12.658 10.335
H 14.347 18.559 20.246
H 15.387 12.063 11.572
O 12.309 17.469 16.352
H 15.207 22.135 15.987
H 21.292 14.902 15.309
H 19.977 14.076 13.542
H 22.667 17.014 11.699
H 16.107 17.436 13.891
H 9.426 11.874 12.119
H 9.886 10.743 16.461
H 13.597 16.008 17.522
C 11.390 17.067 10.607
H 16.045 20.628 15.463
H 13.513 10.618 10.795
H 10.388 17.171 10.250
H 17.524 17.235 19.464
H 16.833 19.850 13.718
N 14.480 10.973 13.413
O 15.920 19.867 19.955
C 13.910 20.532 15.690
H 11.503 12.264 13.604
C 10.998 17.823 16.413
H 18.003 21.678 22.871
C 19.687 14.983 14.046
C 20.062 16.166 13.187
H 15.441 13.811 11.202
H 15.823 18.215 21.112
H 7.723 12.298 12.596
C 17.475 16.609 18.541
O 12.461 13.401 18.001
H 20.285 17.500 17.188
H 18.064 15.247 20.922
O 14.503 18.341 12.875
H 15.026 12.231 16.011
C 16.046 22.711 20.436
H 10.923 18.609 17.131
H 9.296 12.060 17.281
C 16.198 17.060 11.796
H 10.351 16.924 16.782
C 12.173 17.148 9.244
C 15.914 17.969 12.948
H 15.204 22.450 19.843
H 15.365 20.723 17.152
H 12.342 11.207 9.579
H 10.975 15.838 12.320
H 11.942 16.319 8.596
H 7.068 17.682 21.450
H 17.301 23.130 22.553
H 14.566 10.112 18.322
C 13.190 13.875 20.182
N 11.685 18.200 11.498
H 14.677 16.827 15.126
H 19.931 15.732 15.939
H 17.240 11.226 13.187
H 8.274 10.600 12.405
H 12.880 22.421 16.203
H 11.857 20.991 15.711
H 12.342 16.851 14.354
C 16.531 21.651 21.466
O 21.436 16.189 13.067
H 9.089 13.846 10.106
C 21.821 17.304 12.295
H 8.814 16.183 21.954
H 10.718 13.531 16.074
N 17.587 22.263 22.178
H 22.035 18.193 12.822
C 13.414 11.228 9.919
C 17.124 15.159 18.959
C 8.594 11.608 12.750
H 10.761 14.983 19.608
H 17.684 14.734 13.152
H 12.561 12.401 15.033
C 7.783 15.941 22.246
H 6.779 16.991 19.136
C 17.037 20.359 20.668
C 15.291 12.824 10.760
H 12.162 13.281 11.079
H 16.806 22.790 19.617
C 10.394 12.583 15.569
C 14.334 14.901 14.416
H 15.607 17.436 10.930
C 12.763 21.329 16.324
H 15.808 23.652 20.960
H 13.322 14.962 20.053
H 13.270 17.244 9.329
N 20.290 14.929 15.364
H 18.223 14.166 17.410
H 18.566 17.886 16.522
H 10.528 13.567 20.656
H 14.225 21.448 13.983
H 12.048 12.124 19.542
H 17.723 15.796 14.502
H 14.312 18.940 13.600
H 5.278 15.845 22.165
H 11.859 18.061 8.742
H 16.311 12.621 13.813
H 14.808 19.580 21.649
H 12.700 18.222 11.817
H 15.330 14.533 14.536
C 16.828 19.189 12.887
C 9.204 12.806 14.575
O 8.908 11.544 14.074
N 14.302 15.607 16.880
H 17.380 19.643 21.481
H 19.601 15.985 12.248
H 16.691 14.686 16.945
H 14.194 14.620 17.006
O 15.858 10.500 16.801
H 16.081 15.139 19.245
*
```

Values from the calculation:
- DFT total energy (eV) = -81482.41267
- Kohn-Sham gap (eV) = 8.94
- LUMO level (Eh) = 0.018

Atomic partial charges in e from the Mulliken method, atoms 1 to 6: -0.46, -0.33, 0.38, 0.25, 0.57, 0.46